A structure of composition C36H53AsGeN4OPdS. Source: the OMol25 dataset; level of theory: ωB97M-V/def2-TZVPD.

The calculation puts the HOMO-LUMO gap (spin up / spin down) at 0.29160 / 0.15238 Ha. As for the total energy: -6535.11045 Ha. As for the lowest unoccupied orbital energy (spin up / spin down): -10.785 / -14.808 eV. Its total charge is +4. The expectation value of S² is 6.041. Its spin multiplicity is 5. Its highest occupied orbital energy (spin up / spin down) is -18.7 / -19.0 eV.

Geometry as XYZ:
```
98
Properties=species:S:1:pos:R:3:forces:R:3:mulliken_spin:R:1
Pd 0.32372 -0.06697 -0.15319 -0.4 -0.8 -1.1 1.03
S -0.08842 0.30854 2.17173 0.1 -0.6 0.9 0.24
C -0.76682 -1.18281 2.83384 0.3 0.7 -0.6 0.22
C -1.05731 -1.13844 4.23342 -0.2 -0.2 0.5 0.11
C -1.52174 -2.25813 4.87680 0.1 0.2 0.1 0.04
C -1.72547 -3.42763 4.14061 -0.1 0.0 0.4 0.21
C -1.46356 -3.46284 2.74434 0.1 0.3 -0.6 0.20
C -0.96697 -2.35676 2.08668 0.0 -0.4 0.0 0.09
As -0.53939 -2.52108 0.17499 -0.1 -0.6 0.2 0.31
C 0.79381 -3.91800 0.15358 0.0 0.2 0.1 0.04
C 1.51742 -4.25308 1.30108 -0.1 0.1 0.0 0.01
C 2.40003 -5.32132 1.26239 0.0 0.0 0.1 -0.01
C 2.58771 -6.02798 0.07962 0.0 0.0 0.0 0.04
C 1.89265 -5.67306 -1.07257 0.1 0.0 0.0 -0.01
C 1.00546 -4.61013 -1.04215 -0.1 0.2 0.0 0.03
C -2.15695 -3.37501 -0.50487 0.2 0.4 0.0 0.06
C -3.24490 -2.58454 -0.86657 0.0 0.2 0.0 0.01
C -4.43841 -3.18522 -1.23280 0.0 0.0 0.0 0.00
C -4.54220 -4.57130 -1.23365 0.0 0.0 0.0 0.01
C -3.45188 -5.35660 -0.88188 0.0 0.0 0.0 0.00
C -2.24760 -4.76746 -0.52638 0.2 0.0 0.1 0.00
H -0.89694 -0.21713 4.78060 0.0 0.0 0.0 -0.01
H -1.72862 -2.22581 5.93851 0.0 -0.1 0.0 0.01
H -2.08604 -4.32190 4.63679 0.0 0.0 0.0 -0.01
H -1.66021 -4.37001 2.18436 0.0 -0.1 0.1 0.03
H 1.38281 -3.69438 2.21963 0.0 -0.1 0.1 0.00
H 2.93061 -5.61149 2.15976 0.0 0.0 0.0 0.00
H 3.28345 -6.85650 0.05468 0.0 0.0 0.0 0.00
H 2.03285 -6.23269 -1.98770 0.0 0.0 0.0 0.00
H 0.45499 -4.33268 -1.93464 0.0 -0.1 0.0 0.00
H -3.16457 -1.50330 -0.88282 0.0 0.0 0.0 -0.01
H -5.28295 -2.57821 -1.52974 0.0 0.0 0.0 0.00
H -5.47523 -5.04153 -1.51492 0.0 0.0 0.0 0.00
H -3.53355 -6.43548 -0.87939 0.0 0.0 0.0 0.00
H -1.40413 -5.39158 -0.26370 0.0 0.0 0.0 0.00
C 4.53135 3.19149 -1.77759 -0.1 -0.2 0.1 0.02
C 3.09266 3.41406 -1.35268 0.3 0.3 -0.1 0.00
N 2.51685 2.14252 -0.90592 0.1 -0.5 0.2 0.05
C 3.22167 1.06609 -0.53108 0.9 1.0 -0.3 -0.06
N 2.51966 -0.05757 -0.18730 -0.2 -0.4 0.1 0.80
C 3.24653 -1.24636 0.19767 0.3 -0.2 -0.3 -0.02
C 4.62181 -1.31703 -0.44668 -0.1 0.3 0.1 0.02
C 5.36922 -0.04101 -0.12380 0.2 -0.4 0.1 0.00
N 4.55472 1.12673 -0.46487 -0.6 -0.3 0.1 0.18
C 5.23678 2.40388 -0.68380 0.2 0.5 -0.1 -0.01
H 5.02571 4.14867 -1.92805 0.0 0.0 0.0 0.00
H 4.57440 2.63850 -2.71747 0.0 0.0 0.0 0.00
H 2.49466 3.80352 -2.17508 -0.1 -0.1 0.0 0.00
H 3.04542 4.13674 -0.53509 -0.1 0.0 0.0 0.01
H 1.52877 2.00614 -1.03005 -0.2 0.0 -0.1 0.01
H 2.63976 -2.11441 -0.06328 -0.1 0.0 0.1 -0.01
H 3.34423 -1.24176 1.29492 -0.1 0.1 0.0 0.07
H 4.51529 -1.42746 -1.52816 0.0 0.0 0.0 0.00
H 5.17404 -2.17525 -0.06914 0.0 0.0 0.0 0.00
H 6.29539 0.01194 -0.69406 0.0 0.1 0.0 0.00
H 5.63897 0.00573 0.93716 0.0 0.1 0.0 0.01
H 6.27388 2.20088 -0.94030 0.0 -0.1 0.0 0.00
H 5.23476 2.97528 0.25070 0.0 -0.1 0.0 0.01
C -0.16215 4.63687 3.77059 0.2 0.0 0.0 0.00
C -1.00530 3.99159 2.68239 -0.1 -0.1 0.0 0.00
C -0.20155 3.59252 1.44998 -0.1 0.0 0.1 0.02
C -1.07170 2.95384 0.36686 0.2 -0.5 0.1 0.02
Ge -1.83448 1.18542 0.88317 -1.7 1.3 -0.1 0.03
C -3.61834 1.12189 1.76652 0.6 -0.1 -0.1 0.02
C -3.63476 0.89010 3.27884 0.0 0.1 -0.1 0.01
C -4.95677 1.35198 3.89610 -0.3 -0.2 0.3 0.01
C -5.04067 2.84965 4.13183 0.3 0.2 -0.1 0.00
H -0.78264 4.98331 4.59416 0.0 0.0 0.0 0.00
H 0.38408 5.49735 3.38063 -0.1 0.0 0.0 0.00
H 0.58079 3.94496 4.17537 0.0 0.0 0.0 0.00
H -1.79962 4.68098 2.38272 0.0 0.0 -0.1 0.00
H -1.51475 3.10272 3.08701 0.0 0.0 0.0 0.00
H 0.60723 2.91103 1.74831 0.1 0.1 0.0 0.00
H 0.27724 4.48356 1.03449 0.0 0.0 0.0 0.00
H -0.52749 2.82345 -0.57377 -0.1 0.0 0.0 0.01
H -1.93367 3.58762 0.14257 -0.1 -0.1 0.0 0.01
H -1.89515 0.20527 -0.38362 0.6 -0.1 0.2 0.09
H -4.21982 0.37521 1.24777 0.0 0.0 0.0 0.00
H -4.02093 2.11028 1.52223 0.0 0.0 0.0 0.00
H -2.81534 1.43654 3.76029 0.0 -0.1 0.0 0.01
H -3.49534 -0.17851 3.47734 0.1 0.0 0.0 0.01
H -5.09856 0.83568 4.84899 0.1 0.0 0.0 0.00
H -5.79558 1.01792 3.27736 0.1 0.0 -0.1 0.00
H -4.28587 3.18552 4.84735 0.0 -0.1 0.1 0.00
H -6.01634 3.12100 4.52741 0.0 0.1 0.0 0.00
H -4.86904 3.42724 3.21805 -0.2 0.0 0.0 0.00
C -0.81454 0.89817 -4.82143 -0.1 0.3 0.0 0.00
N 0.00758 -0.26927 -4.51012 0.0 0.1 0.3 0.01
C 0.46212 -1.09405 -5.62810 0.2 -0.1 -0.3 0.00
C 0.38948 -0.51664 -3.28616 0.0 -0.1 -0.2 -0.02
O 0.10628 0.21490 -2.29335 0.1 0.1 0.2 0.08
H -1.50048 0.65177 -5.62775 0.0 -0.1 0.0 0.00
H -0.19276 1.73340 -5.14760 0.0 -0.1 0.0 0.00
H -1.37923 1.19483 -3.94270 0.0 0.0 0.0 0.00
H 1.30386 -0.62353 -6.13779 0.0 0.1 0.0 0.00
H -0.34341 -1.20880 -6.34892 -0.1 0.0 0.1 0.00
H 0.76847 -2.07936 -5.28252 0.0 0.0 0.1 0.00
H 0.98317 -1.42782 -3.15784 0.0 0.0 0.0 0.00
```
Forces are in eV/Å.